No. 1
Computed, not measured: a molecular structure, CH4ClFS at a distorted geometry, with ωB97M-V with the def2-TZVPD basis set.

Results
- E_HOMO: -0.3386 Eh

```
8
CH4ClFS (ωB97M-V with the def2-TZVPD basis set)
C -0.25860 -0.22579 -0.97910
H -0.87377 -0.49661 -1.83675
H -0.40969 0.81120 -0.68079
H 1.23970 0.91718 1.01108
H -0.18602 -0.29015 1.55065
F 1.05059 -0.42587 -1.27557
S 0.18071 0.96865 1.82936
Cl -0.74292 -1.25860 0.38111
```

---

No. 2
Computed, not measured: 2 unconnected molecules or ions with the total composition CH4ClN2O at a distorted geometry, with ωB97M-V with the def2-TZVPD basis set.

Results
- E_HOMO: -0.5904 Eh
- Net charge: +1

```
9
CH4ClN2O (ωB97M-V with the def2-TZVPD basis set)
C 0.90235 -1.01789 0.98078
N -0.41155 0.76016 -0.96237
N 0.50501 -0.05866 1.60898
O 1.37721 -1.82846 0.26277
Cl -1.61555 -0.59629 -1.28442
H 0.23268 0.83518 -1.77079
H -0.95477 1.59647 -1.14540
H 0.09379 0.52694 -0.08394
H -0.12917 -0.21744 2.39438
```

---

No. 3
Computed, not measured: 2 unconnected molecules or ions with the total composition CH4ClN2O at a distorted geometry, with ωB97M-V with the def2-TZVPD basis set.

Results
- E_HOMO (spin up / spin down): -0.5729 / -0.5621 Eh
- Net charge: +1

```
9
CH4ClN2O (ωB97M-V with the def2-TZVPD basis set)
C 0.25415 -1.17510 0.72149
N 0.48117 1.54325 -1.44400
N -0.37634 -0.10587 0.16023
O -1.21530 0.59357 0.60150
Cl -0.67534 2.45276 -0.89933
H 0.70413 -0.77378 1.66173
H 1.00395 -1.49559 0.06140
H -0.50518 -1.85144 1.24252
H 0.32876 0.81219 -2.10554
```

---

No. 4
Computed, not measured: a molecular structure, CH4ClO2P at a distorted geometry, with ωB97M-V with the def2-TZVPD basis set.

Results
- E_HOMO: -0.3333 Eh

```
9
CH4ClO2P (ωB97M-V with the def2-TZVPD basis set)
C -1.47464 0.60381 -0.38357
O 1.08982 -1.95640 0.82802
O 0.31929 0.18903 -0.31545
P 0.51069 -1.32385 -0.64419
Cl -2.35825 -0.75424 0.12138
H -1.37025 1.55005 0.33322
H -1.63857 0.91015 -1.45360
H 1.71416 -1.52674 1.28608
H 1.69606 -0.83470 -1.26290
```